99
Properties=species:S:1:pos:R:3:forces:R:3 method="wB97M-V/def2-TZVPD" homo_lumo_gap_ev=8.54 largest_force_ha_per_bohr=0.1477 smiles="COC[C@H](C)N.COC[C@H](C)N.COC[C@H](C)N.NC(N)=O.NC(N)=O.NC(N)=O.NC(N)=O.NC(N)=O.NC(N)=O" homo_energy_ev=-8.9194 total_charge=0
C -5.027743 0.470854 2.706991 -0.2 4.9 5.8
O -5.025353 1.348374 3.597681 0.2 -0.2 -0.9
N -6.094483 -0.023396 2.239991 -5.7 -2.2 -3.0
N -3.985533 -0.127366 2.311851 5.3 -2.1 -2.0
H -6.996003 0.378474 2.454161 0.4 -0.1 -0.1
H -5.969413 -0.521856 1.370511 -0.9 0.0 0.1
H -4.097023 -0.889326 1.658321 0.9 0.2 0.2
H -3.103873 0.301634 2.554191 0.0 -0.5 -0.2
C 3.156347 6.454524 -2.696449 4.7 0.4 4.5
O 3.237447 6.678624 -1.494939 0.6 0.6 0.5
N 4.213587 6.209934 -3.496189 1.3 -0.3 -1.2
N 2.048237 6.358714 -3.262319 -6.4 -0.9 -4.0
H 4.002977 5.802414 -4.396009 0.6 0.3 0.1
H 5.135947 6.577724 -3.311629 -0.4 -0.3 0.1
H 2.064847 5.993014 -4.203649 -0.8 0.2 0.1
H 1.203077 6.300434 -2.712399 0.1 0.0 -0.1
C -3.688203 -5.135546 1.035791 0.7 -0.1 4.6
O -4.055123 -5.714746 2.044331 -1.2 -1.3 -0.4
N -2.649113 -4.353816 1.122771 4.3 2.7 1.0
N -4.154223 -5.001676 -0.141719 -3.9 -1.0 -5.5
H -2.304133 -3.868436 0.306991 0.4 0.0 0.6
H -2.191653 -4.266606 2.019001 0.1 0.1 -0.3
H -5.009343 -5.462546 -0.418229 0.2 0.2 0.0
H -3.767363 -4.281436 -0.734759 -0.5 -0.4 -0.1
C -2.569493 -0.737476 -3.759009 1.1 -2.0 0.0
O -2.385313 -1.754056 -3.093689 -0.2 0.1 0.5
N -1.859443 -0.374046 -4.768659 4.6 -0.4 -3.6
N -3.528763 0.107604 -3.663629 -4.6 1.4 3.2
H -2.033153 0.465984 -5.301839 0.3 -0.5 0.1
H -1.120923 -1.023896 -4.997539 0.2 0.6 -0.5
H -3.666853 0.929554 -4.234089 -0.3 -0.5 0.6
H -4.100383 -0.256396 -2.914729 -1.1 1.3 -0.1
C 1.045787 -6.882276 -1.527649 1.8 0.8 1.3
O 1.942777 -6.089966 -1.624319 2.1 1.1 -0.2
N -0.147133 -6.608186 -1.912049 -5.9 1.1 -2.0
N 1.108297 -8.047026 -0.910529 1.1 -2.7 1.2
H -0.877843 -7.295076 -1.792299 0.1 0.3 -0.1
H -0.489533 -5.659716 -1.969209 0.5 -0.2 -0.3
H 1.983047 -8.259246 -0.452399 -0.3 -0.3 -0.1
H 0.256187 -8.546636 -0.699779 0.6 0.0 0.2
C 6.169847 -0.826716 -3.925409 0.6 -0.9 0.3
O 7.231327 -0.961206 -4.441619 2.6 -1.9 -2.3
N 5.219117 -1.742286 -3.669379 -0.6 -2.3 -0.6
N 5.882867 0.323594 -3.420559 -2.4 3.2 1.7
H 5.413507 -2.681966 -3.984549 -0.2 0.2 0.2
H 4.428887 -1.588646 -3.059429 0.2 -0.1 -0.3
H 5.074377 0.168164 -2.835499 0.3 2.0 0.6
H 6.606847 1.027324 -3.393979 -0.5 -0.1 0.4
C -1.728533 8.757654 1.477961 -1.7 0.3 0.0
C -1.207773 8.172384 0.184311 0.7 -1.2 1.7
C -2.144753 7.358844 -0.595399 -1.6 -2.3 -1.8
O -1.468843 6.362544 -1.477869 1.7 1.7 1.5
C -2.178913 5.790564 -2.529899 -0.1 0.2 0.9
N -0.604213 9.177494 -0.577919 1.0 1.4 -1.0
H -0.958993 8.927754 2.230941 0.0 -0.4 -0.1
H -2.567503 8.160404 1.835041 0.4 -0.4 0.6
H -2.230133 9.715714 1.341541 0.2 0.3 -0.4
H -0.414393 7.500964 0.512751 0.0 -0.8 0.1
H -2.820243 7.918904 -1.242039 0.1 0.5 0.0
H -2.779523 6.760424 0.058101 -0.1 -0.1 0.2
H -3.165753 5.633634 -2.094449 -0.5 -0.5 -1.0
H -1.644823 4.869534 -2.763509 -0.4 -0.3 0.1
H -2.161013 6.391964 -3.438799 -0.4 0.3 0.0
H 0.106347 8.694894 -1.109249 0.3 0.4 -0.5
H -0.117703 9.706444 0.131751 0.5 0.7 -0.5
C 2.725247 -0.833066 0.407871 0.4 0.1 -0.4
C 1.505287 -0.639746 -0.380129 -2.3 0.8 -1.1
C 1.218247 0.877994 -0.657729 -0.3 -2.1 2.8
O 0.627617 1.179904 0.619261 0.4 1.4 -0.8
C 0.181187 2.507364 0.682381 -1.7 0.3 0.7
N 1.491337 -1.301356 -1.633469 1.3 -1.2 -1.8
H 3.457087 -0.361356 -0.247879 0.8 0.2 0.8
H 2.999057 -1.881186 0.528551 -0.1 0.0 0.2
H 2.494057 -0.340826 1.352511 0.9 0.0 0.1
H 0.650367 -1.079836 0.133231 -0.3 0.8 0.8
H 0.495197 0.963794 -1.468869 0.1 0.4 -0.2
H 2.122347 1.483064 -0.725469 0.1 0.0 -0.7
H -0.193743 2.649694 1.695921 0.2 0.1 0.1
H -0.702183 2.631454 0.055991 -0.3 -0.1 -0.4
H 0.798687 3.368934 0.428431 1.0 -0.5 -0.1
H 0.581787 -1.258156 -2.070449 -0.2 0.1 0.0
H 1.657147 -2.281316 -1.453789 0.1 -0.4 -0.3
C 1.392927 -6.588066 6.084611 -1.0 1.4 0.4
C 0.982647 -5.828676 4.752321 -1.3 -0.4 1.7
C 1.496617 -4.392356 4.675521 0.8 1.0 0.4
O 0.499267 -3.379456 4.580411 -1.0 1.0 -0.9
C 0.848697 -2.043726 5.031251 -1.2 -0.6 0.4
N 1.306547 -6.821316 3.776481 1.6 -1.0 -1.8
H 0.715887 -7.409956 6.317431 0.2 -0.4 -0.6
H 1.264037 -5.994036 6.989381 0.0 0.6 -0.1
H 2.437947 -6.897976 6.083371 -0.2 -0.1 -0.4
H -0.091433 -5.749066 4.584611 -0.5 0.6 1.3
H 2.175487 -4.296016 3.828191 0.4 0.1 0.1
H 1.916167 -4.041146 5.618241 1.2 -1.0 0.1
H 1.065657 -2.024346 6.099261 0.5 -0.4 0.1
H -0.065173 -1.452316 4.974771 -0.2 -0.3 -0.3
H 1.580307 -1.428056 4.507991 0.5 -0.8 -0.5
H 0.639567 -7.571396 3.888831 0.1 -0.1 0.0
H 1.284957 -6.582966 2.795241 -0.1 0.6 0.0